#one
9
Properties=species:S:1:pos:R:3 method="wB97M-V/def2-TZVPD" orbital_gap_ev=9.758 smiles="NP(=O)=S.O" homo_energy_ev=-9.8 total_charge=0 lumo_energy_ev=-0.069
N -0.281 -1.149 -0.215
P -1.450 0.083 -0.152
O -0.988 1.385 0.275
S -3.322 -0.330 -0.342
H 0.612 -0.781 -0.466
H -0.744 -2.054 -0.385
O 2.067 0.595 0.221
H 2.784 1.015 0.825
H 1.322 1.236 0.239

***

#two
9
Properties=species:S:1:pos:R:3 method="wB97M-V/def2-TZVPD" orbital_gap_ev=9.977 homo_energy_ev=-9.7 total_charge=0 lumo_energy_ev=0.300
N 0.394 1.440 -1.091
O -1.504 -1.216 0.428
O 0.531 0.922 1.395
P 0.930 0.450 -0.079
S 2.060 -1.139 -0.164
H 0.803 1.344 -2.027
H -2.179 -1.567 -0.200
H -0.166 1.641 1.398
H -0.867 -1.876 0.340

***

#one is the most stable structure; the next one sits 14.0 kcal/mol above it.

***

#one
13
Properties=species:S:1:pos:R:3 method="wB97M-V/def2-TZVPD" orbital_gap_ev="9.995 / 5.300" homo_energy_ev="-15.0 / -14.6" spin_multiplicity=2 total_charge=+1 lumo_energy_ev="-5.044 / -9.305"
O 1.142 -0.269 2.207
C 0.782 -1.322 1.799
H 0.803 -1.527 0.698
H 0.402 -2.143 2.422
C -0.769 1.542 -0.321
C 0.168 0.444 -0.645
C -0.133 -0.607 -1.490
H -0.342 2.487 -0.672
H -1.727 1.410 -0.824
H -0.939 1.539 0.758
H 1.159 0.554 -0.214
H 0.574 -1.371 -1.795
H -1.119 -0.737 -1.923

***

#two
13
Properties=species:S:1:pos:R:3 method="wB97M-V/def2-TZVPD" orbital_gap_ev="7.022 / 3.314" homo_energy_ev="-12.4 / -12.4" spin_multiplicity=2 total_charge=+1 lumo_energy_ev="-5.400 / -9.109"
C 0.446 -3.488 0.331
C 0.920 -3.481 -0.916
H 0.509 -4.375 0.945
H 0.395 -2.547 0.875
H 1.093 -4.443 -1.376
H 1.171 -2.564 -1.428
C 0.456 3.023 -0.201
C -0.723 2.665 0.400
O -1.049 1.397 0.307
H 1.190 2.253 -0.395
H 0.649 4.071 -0.397
H -1.476 3.276 0.889
H -1.583 1.114 1.064

***

#one is the most stable structure; the next one sits 4.0 kcal/mol above it.